# C62H161N11O19

13 unconnected molecules or ions with the total composition C62H161N11O19 in a non-equilibrium geometry (wB97M-V/def2-TZVPD, the Open Molecules 2025 dataset).

Geometry as XYZ:
```
253
Properties=species:S:1:pos:R:3
C -5.801 -16.507 6.125
C -4.593 -16.955 5.341
C -3.893 -18.201 5.945
O -5.236 -17.470 4.184
H -6.605 -16.094 5.517
H -5.605 -15.866 6.987
H -6.317 -17.366 6.561
H -3.771 -16.295 5.056
H -3.245 -18.043 6.809
H -3.209 -18.624 5.208
H -4.700 -18.875 6.229
H -5.778 -16.810 3.745
C -9.281 -8.616 -1.202
C -10.626 -8.366 -0.509
C -10.452 -8.766 1.005
O -10.932 -6.977 -0.451
H -9.486 -8.556 -2.273
H -8.892 -9.602 -0.940
H -8.428 -7.960 -1.031
H -11.456 -8.921 -0.947
H -11.327 -8.640 1.642
H -9.579 -8.261 1.423
H -10.132 -9.799 1.160
H -11.074 -6.721 -1.368
C -10.545 -12.722 0.810
C -9.656 -13.840 1.226
C -8.472 -13.336 2.137
O -7.945 -14.327 2.995
C -6.685 -13.993 3.580
N -10.400 -14.933 1.832
H -11.002 -12.175 1.637
H -11.276 -13.200 0.157
H -10.022 -11.908 0.304
H -9.264 -14.277 0.306
H -8.750 -12.492 2.775
H -7.711 -12.950 1.453
H -6.463 -12.937 3.403
H -5.854 -14.498 3.086
H -6.769 -14.085 4.662
H -10.968 -14.699 2.637
H -9.695 -15.510 2.279
C -8.108 -10.441 -4.334
C -9.416 -11.138 -4.666
C -9.876 -12.115 -3.633
O -9.273 -13.412 -3.766
C -9.748 -14.488 -2.968
N -10.343 -10.023 -4.862
H -8.062 -9.827 -3.438
H -7.738 -9.867 -5.186
H -7.335 -11.215 -4.308
H -9.354 -11.585 -5.662
H -10.949 -12.313 -3.669
H -9.450 -11.811 -2.674
H -9.093 -14.610 -2.102
H -9.658 -15.364 -3.608
H -10.762 -14.327 -2.598
H -11.266 -10.442 -4.865
H -10.199 -9.508 -5.718
C -1.608 -13.475 1.650
C -1.885 -14.874 2.190
C -1.110 -15.329 3.483
O 0.256 -15.388 3.168
C 1.061 -15.646 4.307
N -3.319 -15.055 2.465
H -1.972 -12.620 2.221
H -2.146 -13.506 0.701
H -0.548 -13.297 1.468
H -1.562 -15.611 1.452
H -1.604 -16.249 3.813
H -1.357 -14.653 4.307
H 1.993 -15.974 3.847
H 0.621 -16.551 4.734
H 1.131 -14.797 4.986
H -3.543 -15.901 1.955
H -3.710 -14.313 1.896
C -12.018 -19.327 4.172
C -11.588 -18.158 5.048
C -11.175 -18.480 6.485
O -10.827 -17.365 7.411
C -11.863 -16.580 7.955
N -10.566 -17.415 4.330
H -11.215 -20.048 4.018
H -12.206 -18.892 3.191
H -12.868 -19.809 4.658
H -12.436 -17.470 5.137
H -10.298 -19.130 6.470
H -11.897 -19.104 7.015
H -12.743 -17.226 7.978
H -12.218 -15.700 7.409
H -11.537 -16.088 8.872
H -10.941 -16.727 3.697
H -9.993 -17.052 5.080
C -4.733 -12.982 -0.411
C -5.355 -13.045 -1.834
C -4.773 -14.136 -2.764
O -3.364 -14.104 -3.052
C -2.989 -13.301 -4.164
N -6.791 -13.235 -1.767
H -3.821 -12.385 -0.458
H -4.441 -13.959 -0.027
H -5.419 -12.388 0.193
H -5.258 -12.073 -2.322
H -5.283 -14.127 -3.730
H -4.890 -15.148 -2.370
H -3.113 -13.746 -5.150
H -1.956 -13.063 -3.903
H -3.382 -12.285 -4.069
H -6.869 -14.139 -1.315
H -7.194 -13.258 -2.695
C -13.692 -13.115 -9.017
O -12.358 -12.833 -8.632
C -12.127 -12.569 -7.242
C -12.918 -13.231 -6.075
N -14.341 -12.970 -6.085
C -14.662 -11.649 -5.518
C -14.750 -11.557 -3.949
O -13.565 -11.642 -3.169
C -13.721 -12.200 -1.869
H -14.324 -12.227 -8.936
H -14.066 -14.017 -8.533
H -13.626 -13.249 -10.097
H -12.273 -11.507 -7.028
H -11.101 -12.824 -6.974
H -12.331 -13.042 -5.177
H -12.733 -14.285 -6.305
H -14.743 -13.211 -6.974
H -15.654 -11.351 -5.864
H -14.032 -10.861 -5.938
H -15.279 -12.495 -3.752
H -15.360 -10.747 -3.547
H -13.906 -11.391 -1.162
H -12.779 -12.661 -1.565
H -14.430 -13.029 -1.898
C -14.261 -10.712 2.409
O -13.469 -11.205 3.438
C -12.525 -10.220 3.972
C -12.924 -9.769 5.400
N -12.092 -8.542 5.543
C -12.670 -7.790 6.717
C -11.655 -6.830 7.361
O -12.350 -5.655 7.714
C -11.574 -4.708 8.409
H -14.977 -11.448 2.041
H -13.672 -10.328 1.573
H -14.923 -9.925 2.783
H -12.627 -9.348 3.325
H -11.583 -10.763 3.916
H -12.703 -10.619 6.046
H -13.985 -9.576 5.574
H -12.201 -7.834 4.831
H -13.160 -8.414 7.463
H -13.432 -7.190 6.214
H -10.893 -6.511 6.644
H -11.123 -7.384 8.138
H -10.614 -4.656 7.892
H -11.527 -4.896 9.484
H -12.104 -3.756 8.378
C -0.927 -19.456 1.758
O -1.628 -18.799 0.723
C -3.026 -18.515 0.988
C -3.578 -17.717 -0.123
N -4.790 -17.010 0.218
C -5.776 -17.978 0.600
C -7.193 -17.258 0.631
O -7.716 -17.457 -0.674
C -9.104 -17.724 -0.690
H -1.280 -20.435 2.092
H -0.750 -18.913 2.690
H 0.090 -19.668 1.425
H -3.219 -18.051 1.960
H -3.388 -19.539 1.114
H -3.757 -18.392 -0.966
H -2.879 -16.965 -0.495
H -5.236 -16.551 -0.566
H -5.450 -18.563 1.462
H -5.910 -18.755 -0.160
H -7.039 -16.206 0.885
H -7.807 -17.582 1.474
H -9.549 -18.654 -0.334
H -9.425 -17.622 -1.728
H -9.580 -16.869 -0.203
C -8.290 -9.960 4.199
O -7.240 -9.621 5.092
C -7.681 -9.124 6.356
C -8.506 -9.994 7.288
N -9.924 -10.157 7.078
C -10.596 -10.936 8.126
C -10.880 -10.266 9.471
O -11.910 -10.993 10.131
C -12.070 -10.708 11.503
H -8.687 -10.925 4.519
H -7.935 -10.046 3.172
H -9.102 -9.233 4.112
H -8.040 -8.096 6.265
H -6.766 -9.022 6.943
H -8.298 -9.562 8.272
H -8.101 -11.009 7.328
H -10.495 -9.592 6.468
H -10.105 -11.890 8.329
H -11.563 -11.272 7.749
H -11.390 -9.308 9.321
H -10.026 -10.058 10.119
H -12.245 -9.632 11.582
H -11.275 -11.003 12.191
H -12.965 -11.264 11.781
C -2.484 -14.606 7.286
O -3.031 -13.289 7.283
C -3.898 -13.044 6.208
C -4.759 -11.750 6.277
N -4.207 -10.595 5.663
C -3.077 -9.963 6.446
C -3.576 -9.267 7.679
O -4.186 -8.009 7.430
C -4.737 -7.511 8.655
H -3.151 -15.359 7.705
H -1.515 -14.543 7.782
H -2.133 -14.855 6.281
H -4.562 -13.903 6.073
H -3.395 -13.017 5.236
H -5.162 -11.514 7.266
H -5.576 -12.011 5.600
H -4.824 -9.818 5.471
H -2.654 -9.252 5.734
H -2.308 -10.724 6.579
H -2.709 -9.079 8.318
H -4.240 -9.962 8.199
H -4.830 -6.433 8.525
H -4.075 -7.574 9.523
H -5.675 -7.992 8.935
C -7.240 -15.389 10.678
O -7.521 -14.715 9.471
C -8.813 -14.955 8.974
C -8.822 -14.516 7.529
N -10.129 -14.055 7.100
C -9.885 -13.655 5.718
C -11.193 -13.440 4.965
O -11.800 -14.701 4.675
C -13.130 -14.688 4.144
H -6.193 -15.569 10.931
H -7.640 -16.405 10.659
H -7.556 -14.815 11.552
H -9.504 -14.496 9.685
H -8.959 -16.039 9.026
H -8.388 -15.269 6.865
H -8.098 -13.703 7.424
H -10.687 -14.903 7.100
H -9.242 -14.342 5.159
H -9.276 -12.749 5.694
H -10.993 -12.967 4.000
H -11.919 -12.860 5.540
H -13.348 -15.708 3.833
H -13.190 -13.924 3.368
H -13.721 -14.441 5.028
```

Calculated values
Multiplicity: 1
E_HOMO: -8.088 eV
Frontier orbital gap: 8.6 eV
Energy relative to the best compared isomer or geometry (same formula, charge and spin): 204.2 kJ/mol
Max |F|: 3.5 eV Å⁻¹